C8H30O7 | ωB97M-V/def2-TZVPD

Geometry as XYZ:
```
45
Properties=species:S:1:pos:R:3:forces:R:3:nbo_charge:R:1
C 9.22566 14.58956 -2.29734 0.1 0.9 -0.9 -0.629
C 9.09594 13.82009 -3.64662 1.1 0.5 3.3 -0.094
O 10.13931 12.84852 -3.52911 0.3 -0.8 1.6 -0.735
H 9.34444 13.94307 -1.42783 -0.6 -0.2 -0.2 0.218
H 8.49956 15.39331 -2.17543 -0.5 -0.4 0.3 0.199
H 10.15322 15.16203 -2.29357 0.4 -0.1 -0.4 0.201
H 9.29009 14.41750 -4.53741 -0.2 0.5 0.6 0.203
H 8.17599 13.24847 -3.76929 0.1 0.6 1.0 0.191
H 10.88390 13.13613 -4.06247 -0.1 0.8 1.3 0.456
C 6.55606 12.09774 -5.10536 0.3 0.7 1.1 -0.650
C 7.77587 12.70015 -5.84941 -2.1 -1.2 -1.6 -0.162
O 8.42242 11.70506 -6.72471 0.0 -3.5 11.2 -0.762
H 5.69258 11.73046 -5.65998 0.8 1.2 0.4 0.214
H 6.10182 12.79288 -4.39928 0.5 0.2 0.4 0.207
H 6.89457 11.16801 -4.64809 0.0 0.9 0.7 0.201
H 8.51691 13.23826 -5.25832 -1.6 -1.3 -0.9 0.246
H 7.41358 13.46318 -6.53836 -0.4 0.5 0.0 0.135
H 8.42462 12.13297 -7.58406 3.5 -4.1 5.0 0.414
C 5.11930 11.90039 -7.93187 -1.8 0.1 -2.6 -0.618
C 4.02565 11.23469 -8.85472 0.0 3.9 0.9 -0.047
O 3.81756 9.94484 -8.59924 0.0 -3.2 -0.4 -0.688
H 6.12316 11.55449 -8.17830 -0.6 -0.7 0.3 0.172
H 4.84201 11.83211 -6.87994 0.1 0.2 -0.9 0.229
H 5.07802 12.90586 -8.35071 0.0 0.6 0.7 0.206
H 4.08636 11.56122 -9.89289 1.3 -0.6 -0.7 0.146
H 3.05396 11.70236 -8.69599 -0.1 1.0 0.9 0.142
H 3.15440 9.71229 -9.25326 -0.2 -0.9 0.2 0.470
C 6.35266 9.88939 -6.29758 1.1 -1.4 -0.4 -0.673
C 6.41868 8.90771 -7.43339 -0.9 -0.6 0.1 -0.068
O 5.62200 7.71228 -7.12021 0.5 0.9 -0.9 -0.737
H 5.39543 10.00339 -5.78883 -0.4 -0.5 -0.7 0.190
H 6.70768 10.85676 -6.65290 -0.1 -1.6 0.2 0.255
H 7.05335 9.55616 -5.53203 -0.3 0.0 -0.6 0.211
H 7.43206 8.66629 -7.75413 0.3 -0.3 0.7 0.167
H 6.06306 9.40771 -8.33431 -0.8 -0.6 0.0 0.166
H 6.16887 7.09177 -6.63286 0.2 0.1 0.0 0.464
O 8.21843 12.60987 -8.35454 -3.5 9.0 -15.7 -0.809
H 8.45123 12.82606 -9.25747 0.6 0.2 -0.6 0.501
H 7.26194 12.57306 -8.35555 -0.6 0.2 -0.1 0.509
O 8.56925 9.44837 -4.28776 0.4 -0.4 0.2 -0.929
H 7.68919 9.70173 -4.00934 0.0 0.0 0.3 0.460
H 9.14872 9.82972 -3.62820 0.3 0.2 0.2 0.478
O 10.22196 13.09970 -5.77731 3.4 1.4 -2.1 -0.988
H 9.58349 12.52378 -6.19791 0.1 -1.4 -1.0 0.483
H 10.71189 12.52551 -5.18865 -0.3 -0.8 -1.4 0.452
```
Positions in Å, forces in eV/Å.

Relative energy (zero: lowest compared OMol25 entry of this formula, charge and spin)   10.9248 eV
E   -849.04737 hartree
Frontier orbital gap   8.966 eV
HOMO level   -8.92 eV

=====

C8H32BF6NO12S2V | ωB97M-V/def2-TZVPD

Geometry as XYZ:
```
63
Properties=species:S:1:pos:R:3:forces:R:3:nbo_charge:R:1
V -15.94581 -12.01946 8.95546 0.4 -0.4 2.4 1.398
B -14.83707 -9.16751 10.27354 1.3 2.6 0.9 1.339
F -15.02833 -10.43930 9.82168 -0.6 -2.9 -1.5 -0.539
F -14.96911 -8.24501 9.26359 -0.6 0.1 -0.2 -0.544
F -15.79459 -8.99737 11.29073 -0.5 0.2 -0.2 -0.572
F -13.54932 -9.13164 10.75882 0.3 0.1 0.5 -0.545
N -16.03810 -11.16143 7.19826 -3.5 0.4 -5.8 -1.123
S -15.23547 -10.21950 6.22439 9.0 4.4 4.3 2.408
O -15.46249 -8.83956 6.41264 -0.5 0.2 0.2 -0.847
O -14.70521 -10.64396 5.00591 -1.1 -1.5 -2.8 -0.827
F -13.90938 -10.58199 7.10068 0.6 1.0 0.3 -0.548
S -17.15227 -11.16679 5.88328 -7.9 -4.7 -2.8 2.262
O -17.15109 -12.21617 4.83313 1.5 2.1 2.9 -0.831
O -17.70222 -9.90000 5.44315 1.5 -0.9 1.0 -0.805
F -18.34172 -11.73381 6.79900 0.1 0.0 0.6 -0.511
C -15.52729 -5.35188 10.85372 -0.2 0.4 -1.0 -0.263
O -15.69054 -4.15365 10.05065 0.6 -0.8 0.8 -0.735
H -16.05032 -6.19546 10.40326 -0.6 0.0 0.2 0.171
H -14.50708 -5.73234 10.80368 0.3 0.7 0.1 0.181
H -15.81723 -5.19815 11.89314 -0.1 0.1 -0.2 0.163
H -16.62676 -4.03319 9.87577 -0.2 -0.2 -0.1 0.478
C -15.90391 -12.29515 12.17901 -0.5 0.6 1.9 -0.264
O -15.47231 -12.79366 10.95559 0.4 -0.8 -1.4 -0.740
H -15.13257 -12.37732 12.94477 0.2 0.1 -0.1 0.199
H -16.14981 -11.23678 12.09249 -0.1 -0.2 -0.2 0.227
H -16.73990 -12.88998 12.54697 -0.3 0.2 0.0 0.169
H -15.11373 -13.66863 11.12126 0.1 -0.1 -0.3 0.499
C -18.26011 -9.93800 9.46191 -0.4 1.5 0.5 -0.279
O -17.74843 -11.21950 9.84781 -0.3 -0.6 -1.1 -0.754
H -18.03608 -9.37367 10.36714 -0.3 0.9 -0.5 0.210
H -17.84823 -9.46515 8.57036 0.9 -0.6 0.2 0.225
H -19.32539 -9.93403 9.23116 -0.1 -0.5 0.4 0.193
H -18.36246 -11.44859 10.54930 0.4 -0.7 0.2 0.509
C -17.60255 -6.13395 8.15838 1.6 -0.3 -2.5 -0.273
O -18.16643 -4.88802 8.48042 -0.6 -0.5 1.2 -0.714
H -18.01531 -6.40023 7.18533 -0.1 -0.5 -0.2 0.164
H -16.55005 -5.97088 7.92651 0.0 0.1 0.3 0.198
H -17.60637 -7.04340 8.75919 -0.7 0.5 1.0 0.161
H -19.10395 -5.07418 8.39091 -0.3 0.7 0.2 0.465
C -13.93619 -5.35003 6.87253 0.2 -1.3 1.5 -0.234
O -13.48358 -5.57925 8.21605 1.0 1.0 0.2 -0.759
H -13.65039 -6.23284 6.30062 -0.3 0.1 -0.5 0.167
H -15.01748 -5.22524 6.93042 0.1 0.3 -0.7 0.164
H -13.40113 -4.48438 6.48208 -0.3 0.0 0.2 0.181
H -13.82531 -6.35031 8.67461 -0.5 -0.3 -0.7 0.484
C -12.78283 -12.36554 9.21572 1.0 -0.7 0.6 -0.276
O -14.02082 -12.77270 8.51592 1.4 0.2 1.1 -0.757
H -12.20457 -13.24325 9.50442 -0.3 -0.6 -0.3 0.180
H -12.05590 -11.79761 8.63510 -0.8 0.4 -0.5 0.220
H -12.89739 -11.87894 10.18432 -1.0 0.4 -0.5 0.230
H -13.70575 -13.18781 7.70969 -0.3 0.1 -0.3 0.512
C -11.39085 -6.27463 12.65489 0.4 0.8 -0.2 -0.245
O -12.05345 -5.59555 13.66757 -0.8 0.9 1.6 -0.732
H -10.92545 -5.53974 11.99805 0.0 -0.2 -0.6 0.160
H -10.55810 -6.74023 13.18201 -0.2 -0.8 -0.4 0.180
H -12.12275 -6.88823 12.12961 0.6 -0.6 -0.3 0.177
H -12.68028 -4.95724 13.31938 0.0 0.0 -0.2 0.463
C -15.29598 -6.95018 13.70183 -0.7 0.4 1.3 -0.246
O -15.39665 -8.34722 13.80416 0.4 -0.3 0.1 -0.744
H -15.15007 -6.57286 14.71398 0.1 0.0 0.1 0.176
H -14.47353 -6.51908 13.13101 0.0 -0.5 -0.4 0.164
H -16.27355 -6.56557 13.41109 0.1 0.4 -0.4 0.151
H -15.71079 -8.66083 12.95294 0.2 -0.1 -0.1 0.482
```
Positions in Å, forces in eV/Å.

Relative energy (zero: lowest compared OMol25 entry of this formula, charge and spin)   0.2654 eV
E   -3646.03161 hartree
Frontier orbital gap (spin up / spin down)   7.547 / 7.631 eV
⟨S²⟩   3.75
HOMO level (spin up / spin down)   -9.11 / -9.11 eV
Multiplicity   4

=====

C8H32ClO12 | ωB97M-V/def2-TZVPD

Geometry as XYZ:
```
53
Properties=species:S:1:pos:R:3:forces:R:3:nbo_charge:R:1
Cl -11.33833 -12.44498 13.04631 0.4 -0.8 0.3 2.563
O -12.22301 -11.35666 13.34813 0.1 0.7 0.2 -0.870
O -12.07678 -13.66721 13.18971 -0.3 -0.8 -0.1 -0.892
O -10.84598 -12.32313 11.70848 0.3 0.2 -0.6 -0.870
O -10.19751 -12.52004 13.95209 -0.4 0.5 0.0 -0.898
C -9.30828 -10.13108 16.05378 -0.2 0.2 -2.0 -0.255
O -7.92609 -10.38917 15.80916 -0.2 0.3 0.8 -0.734
H -9.70501 -9.55774 15.19398 0.0 0.0 0.2 0.153
H -9.88224 -11.06202 16.01842 -0.1 0.2 0.7 0.187
H -9.46889 -9.47314 16.90243 0.3 -0.5 0.4 0.171
H -7.86379 -10.89583 14.99671 0.1 -0.1 -0.1 0.474
C -7.14937 -13.53217 10.57660 0.7 -0.1 0.4 -0.250
O -7.87601 -12.42832 11.07799 -0.1 -0.1 -0.2 -0.749
H -6.49303 -13.21505 9.76295 -0.2 0.1 -0.1 0.166
H -6.48883 -13.90643 11.36823 0.0 -0.1 -0.1 0.157
H -7.74931 -14.37192 10.22294 -0.3 0.2 0.0 0.172
H -8.78869 -12.68992 11.24462 -0.2 0.2 0.1 0.500
C -6.80957 -13.06066 14.21020 -0.3 0.6 -0.2 -0.272
O -6.04870 -11.89661 13.88727 -0.1 0.3 0.0 -0.748
H -7.84522 -12.98611 13.86632 0.1 0.0 -0.2 0.195
H -6.33494 -13.92491 13.74661 -0.1 -0.3 0.3 0.159
H -6.88270 -13.10075 15.29687 0.3 -0.4 0.0 0.185
H -6.45645 -11.43315 13.14738 0.0 -0.3 -0.1 0.479
C -8.94426 -16.06625 12.96304 0.6 -0.3 0.2 -0.252
O -10.34062 -16.14834 12.74803 0.3 0.4 -0.2 -0.740
H -8.47453 -15.15915 12.57006 -0.3 0.2 0.0 0.159
H -8.71176 -16.13818 14.03088 0.0 0.1 0.0 0.173
H -8.42704 -16.88643 12.45800 -0.3 -0.1 0.0 0.164
H -10.66634 -15.25549 12.92423 -0.4 -0.1 0.0 0.485
C -11.79717 -15.33658 15.97003 0.3 0.5 0.3 -0.242
O -10.45576 -14.87395 15.97564 0.4 -0.3 0.2 -0.756
H -12.01880 -15.85726 15.03881 -0.3 0.2 0.0 0.176
H -11.94061 -16.01992 16.80916 0.3 -0.1 -0.1 0.162
H -12.44627 -14.48494 16.19279 -0.4 -0.2 -0.5 0.163
H -10.33660 -14.16206 15.33331 -0.3 0.0 0.0 0.490
C -11.32867 -7.51220 12.25253 -0.1 -0.4 0.2 -0.247
O -11.39405 -8.51198 11.24857 -0.4 0.3 0.0 -0.729
H -10.29086 -7.46557 12.58043 0.0 0.5 0.4 0.163
H -11.68846 -6.55155 11.88759 0.3 0.0 -0.5 0.168
H -12.00106 -7.71979 13.09103 0.2 -0.3 0.1 0.162
H -11.31980 -9.35970 11.69915 -0.1 -0.2 -0.1 0.482
C -14.84469 -15.35032 12.21736 -0.8 -0.4 -0.1 -0.248
O -13.87615 -16.21229 11.64535 0.2 0.0 0.3 -0.735
H -14.98836 -14.45923 11.60247 0.1 0.2 0.3 0.176
H -15.80152 -15.88825 12.23472 0.1 0.0 -0.3 0.155
H -14.67355 -15.12018 13.27199 0.4 0.3 -0.2 0.169
H -13.00736 -15.93521 11.96156 0.0 0.0 -0.1 0.482
C -15.88216 -10.91573 12.76813 -0.9 -0.4 0.2 -0.244
O -15.00030 -11.37064 11.76999 -0.1 0.1 0.1 -0.729
H -16.35365 -11.73958 13.32903 0.6 -0.1 0.2 0.148
H -15.38874 -10.23359 13.45925 -0.1 0.1 0.1 0.167
H -16.77864 -10.45459 12.34010 0.5 0.4 -0.4 0.163
H -14.14378 -11.46303 12.20653 0.1 -0.1 -0.2 0.491
```
Positions in Å, forces in eV/Å.

Relative energy (zero: lowest compared OMol25 entry of this formula, charge and spin)   0.3753 eV
E   -1686.78112 hartree
Total charge   -1
Frontier orbital gap   10.415 eV
HOMO level   -7.48 eV

=====

C8H32O10 | ωB97M-V/def2-TZVPD

Geometry as XYZ:
```
50
Properties=species:S:1:pos:R:3:forces:R:3:nbo_charge:R:1
C 1.16719 -0.91021 3.83892 0.6 -2.1 0.7 -0.608
C 1.03455 -0.27086 2.47012 0.5 -1.6 -2.2 -0.440
C -0.24019 0.59442 2.44469 0.9 -0.6 -0.3 0.029
C -0.25718 1.55951 3.34943 -0.5 2.2 0.5 -0.426
C -1.57655 0.69210 0.30250 -0.8 0.9 -1.8 -0.626
C -1.36879 0.24073 1.56703 -0.9 -1.2 0.1 -0.184
C -2.25648 -0.80282 2.01390 -0.6 0.9 -0.5 -0.227
C -2.08287 -1.61880 3.03943 4.7 -0.7 2.6 -0.544
H 2.23280 -1.02307 3.99742 0.4 -0.7 0.3 0.188
H 0.89495 -0.21179 4.58012 -0.5 1.0 0.8 0.205
H 0.59436 -1.86022 4.18559 1.2 1.4 -1.4 0.207
H 1.92912 0.36063 2.32514 -0.5 0.1 0.4 0.208
H 1.26948 -1.04499 1.52579 -1.5 1.7 2.4 0.198
H 0.51858 1.74677 4.11585 -0.1 -0.4 -0.8 0.170
H -1.00132 2.38657 3.35554 0.1 -1.1 0.0 0.200
H -2.42150 0.27388 -0.31237 1.1 0.9 1.2 0.211
H -1.21942 1.65837 -0.02508 0.5 -0.3 0.1 0.192
H -3.23943 -0.90349 1.52907 0.5 0.3 -0.2 0.188
H -1.08893 -1.75530 3.65379 -1.9 1.0 -1.6 0.146
H -2.70853 -2.23259 3.55102 -2.7 -1.7 0.5 0.170
H 2.52050 0.15773 -1.25844 -0.1 -0.5 0.5 0.492
H 2.31401 -1.30331 -0.68917 0.1 1.1 -1.0 0.500
O 2.42836 -0.77271 -1.52505 -0.1 -1.0 0.4 -1.025
H 0.74930 -1.92183 -4.15064 0.0 0.6 -1.2 0.479
H 1.51783 -2.05625 -2.79886 -0.7 -0.5 -1.1 0.487
O 0.77721 -2.43119 -3.36130 1.5 -0.8 1.4 -0.979
H 2.43008 -4.20347 1.32100 1.8 1.3 3.6 0.463
H 0.96908 -4.29039 0.74917 1.8 0.0 0.2 0.488
O 1.94425 -4.44891 0.60974 -3.6 -1.2 -3.8 -0.969
H 1.19911 3.45678 -1.63312 -0.2 0.5 -3.3 0.464
H 1.62971 4.38238 -0.38912 -0.8 -1.7 -1.2 0.485
O 1.27856 3.50308 -0.72873 0.9 1.3 4.3 -0.968
H -2.63283 2.88880 -0.51157 2.3 2.0 0.6 0.481
H -1.39436 3.63832 -1.13996 -0.1 -0.2 -0.1 0.476
O -1.89341 3.59287 -0.31804 -2.4 -1.2 -0.6 -0.953
H -0.69128 0.20673 -3.02918 0.9 -0.8 0.6 0.468
H 0.85003 -0.46610 -3.07163 -1.8 1.3 0.2 0.495
O 0.18876 0.18169 -3.45026 0.9 0.2 -0.5 -1.056
H -1.93917 -1.46748 -1.00307 -0.9 0.4 -1.2 0.519
H -2.33844 -1.20140 -2.42852 3.3 -2.8 -10.5 0.434
O -2.56662 -1.03714 -1.65143 -3.3 1.6 10.6 -0.963
H -0.21844 -1.20464 -1.39744 0.5 -1.5 0.8 0.465
H 0.41159 -2.73193 -1.48001 -2.0 1.7 1.1 0.487
O -0.22739 -2.11609 -0.97094 1.5 -0.5 -0.7 -1.015
H -0.34086 2.19845 -3.37661 0.4 -0.3 -0.1 0.483
H -1.77027 1.88090 -3.43677 -2.7 -3.0 -0.1 0.457
O -1.21500 2.58783 -3.39926 2.1 3.6 0.2 -0.954
H 2.02309 1.64502 0.39549 0.1 -0.1 0.3 0.497
H 3.02323 1.92235 -0.63962 0.3 0.2 0.4 0.460
O 2.96151 1.46185 0.21153 -0.4 0.1 -0.6 -0.958
```
Positions in Å, forces in eV/Å.

E   -1076.17620 hartree
Total charge   -1
Frontier orbital gap (spin up / spin down)   2.463 / 6.283 eV
⟨S²⟩   0.76
HOMO level (spin up / spin down)   -0.01 / -4.02 eV
Multiplicity   2

=====

C8H32O12 | ωB97M-V/def2-TZVPD

Geometry as XYZ:
```
52
Properties=species:S:1:pos:R:3:forces:R:3:nbo_charge:R:1
O -1.61849 -1.19734 -4.35951 1.1 0.9 1.1 -0.714
C -0.42395 -1.19010 -3.52750 -0.2 0.0 -0.4 -0.088
C -0.65445 -1.24164 -1.98294 -0.9 -0.7 -1.8 -0.096
O 0.57443 -1.38924 -1.36522 1.8 -0.7 0.3 -0.738
H -1.87636 -2.10897 -4.44390 -0.2 -0.5 -0.1 0.465
H 0.20500 -2.04717 -3.90835 -0.3 0.7 0.8 0.160
H 0.14989 -0.25161 -3.68103 -0.5 -0.5 -0.4 0.178
H -1.34439 -2.06623 -1.74504 0.0 0.1 0.1 0.157
H -1.02583 -0.30951 -1.58831 -0.6 0.2 -0.4 0.200
H 1.09466 -2.08160 -1.81788 -0.3 0.4 0.4 0.481
O -2.43337 0.32143 4.15658 1.2 1.6 -0.9 -0.741
C -3.10203 -0.73467 4.71625 -0.8 -1.8 0.9 -0.066
C -2.54141 -2.05811 4.14457 -1.5 0.8 2.2 -0.085
O -3.10645 -3.12848 4.85651 -0.8 1.5 1.8 -0.713
H -2.76692 1.16301 4.48860 0.0 -0.3 -0.1 0.488
H -2.95947 -0.72349 5.81471 -0.2 -0.3 -0.4 0.164
H -4.18494 -0.68347 4.47624 0.4 -0.2 0.2 0.169
H -1.52876 -2.20701 4.21124 2.9 0.6 0.5 0.168
H -2.71922 -2.14912 3.14326 -1.0 0.0 -2.9 0.163
H -3.12952 -3.85300 4.29254 -0.1 -2.1 -1.4 0.469
O 4.72896 -0.19338 -4.50549 0.7 0.6 -0.3 -0.729
C 4.94488 0.53518 -3.27674 -1.7 0.3 -0.4 -0.079
C 3.59571 0.55798 -2.51418 0.0 0.6 -0.2 -0.072
O 3.48982 1.73837 -1.74688 1.1 0.2 -0.4 -0.754
H 4.81536 0.47360 -5.22676 -0.1 -1.0 0.9 0.472
H 5.73427 0.19320 -2.64464 0.6 -1.0 0.1 0.171
H 5.25126 1.52452 -3.56808 -0.2 0.8 0.3 0.170
H 3.38079 -0.34693 -1.95350 0.5 -0.3 0.5 0.156
H 2.82848 0.54148 -3.26711 -0.5 0.2 -0.7 0.148
H 2.80584 1.73257 -1.07747 -0.4 -0.3 0.2 0.502
O 1.47048 1.87854 0.15320 -0.9 1.8 -0.2 -0.739
C 1.24126 0.84253 1.02867 -1.2 -2.9 -1.5 -0.084
C -0.24939 0.56513 1.28907 0.8 -1.1 -1.0 -0.081
O -0.46323 -0.43927 2.24658 1.3 0.1 0.2 -0.757
H 1.15701 2.65420 0.66068 0.3 0.4 -1.2 0.500
H 1.59677 -0.05705 0.49096 0.3 0.2 0.9 0.192
H 1.72648 1.07528 1.89404 1.5 -0.1 2.7 0.163
H -0.59392 0.16954 0.33403 -0.6 0.4 -0.1 0.158
H -0.74194 1.45028 1.54291 -1.0 1.5 0.4 0.165
H -1.17984 -0.26669 2.84930 -0.7 0.7 0.4 0.521
O -0.10683 -2.69100 1.07393 -0.1 0.1 2.1 -0.996
H 0.07734 -2.28311 0.25683 0.5 0.4 -1.9 0.461
H -0.04916 -1.88101 1.66388 -0.4 -1.4 -0.4 0.484
O -3.90636 0.18679 1.20841 -0.8 0.2 2.4 -0.925
H -3.45289 -0.54689 0.87630 1.1 -2.1 -0.4 0.464
H -3.90432 0.73786 0.47289 -0.2 2.0 -2.0 0.464
O 0.01392 4.42267 0.35980 0.2 -0.5 0.0 -0.932
H 0.26497 5.33972 0.37740 0.4 0.6 -0.2 0.477
H -0.50940 4.34306 1.15116 -0.5 -0.2 0.4 0.465
O -0.51568 2.04246 -1.92859 -1.2 0.7 -2.3 -0.956
H -0.09284 1.98946 -2.81813 -0.3 0.0 1.4 0.474
H 0.03381 1.64721 -1.28333 1.5 -0.4 0.8 0.478
```
Positions in Å, forces in eV/Å.

Relative energy (zero: lowest compared OMol25 entry of this formula, charge and spin)   2.5315 eV
SMILES string   OCCO.OCCO.OCCO.OCCO.O.O.O.O
E   -1226.74644 hartree
Frontier orbital gap   9.817 eV
HOMO level   -9.79 eV

=====

M readings, ordered: 238.32 574.22 355.78 288.33 320.33 g/mol
Maximum force readings, ordered: 18.44 10.91 2.00 11.31 3.49 eV/A